[1]
Formula: C4H5Cl2F
Source: the Open Molecules 2025 dataset
Level of theory: the ωB97M-V functional and the def2-TZVPD basis

Results
- Spin multiplicity: 3
- Gap between HOMO and LUMO (alpha / beta): 0.28218 / 0.31828 Ha
- <S²>: 2.076
- E: -1175.40281 a.u.
- ΔE to the lowest compared entry with this formula, charge and spin: 47.3 kcal/mol

```
12
Properties=species:S:1:pos:R:3:forces:R:3:mulliken_spin:R:1
C -0.02879 -0.06009 0.13729 1.9 -1.7 -2.1 1.24
C 1.76944 0.27332 -1.41874 -0.5 1.9 2.3 0.26
C -0.97990 -1.04396 -0.39075 0.4 2.5 -0.2 0.05
C 0.11611 0.61965 1.35159 -4.9 0.3 0.2 0.02
F 1.97575 1.62451 -1.06399 -0.3 -2.2 -1.0 0.03
Cl 1.10203 0.19126 -2.97899 -0.1 0.3 -0.3 0.05
Cl -0.80634 -0.31851 2.80500 1.0 0.8 -1.2 0.14
H -1.92843 -0.57886 -0.15860 -0.9 -0.1 -0.8 0.05
H -0.96297 -1.88791 0.17908 0.2 -2.5 2.0 0.05
H -0.77869 -1.39590 -1.38491 -0.3 0.5 -0.7 0.01
H 0.96488 1.01215 1.69001 4.1 0.4 1.4 0.03
H -0.44310 1.56434 1.23301 -0.7 -0.2 0.6 0.09
```
Positions in Å, forces in eV/Å.

---

[2]
Formula: C5H10O2
Source: the Open Molecules 2025 dataset
Level of theory: the ωB97M-V functional and the def2-TZVPD basis

Results
- Spin multiplicity: 1
- Gap between HOMO and LUMO: 0.38371 Ha
- SMILES: C=C(C)C(C)(O)O
- E: -346.90131 a.u.
- ΔE to the lowest compared entry with this formula, charge and spin: 77.9 kcal/mol

```
17
Properties=species:S:1:pos:R:3:forces:R:3:nbo_charge:R:1
C 1.66607 1.27238 -0.47891 -0.8 0.5 -3.7 -0.36
C 0.66959 0.42529 -0.41544 -1.9 -0.9 1.3 -0.06
C -0.22419 -0.00338 -1.49176 -1.0 0.9 -2.3 -0.68
C 0.18876 -0.34708 0.74181 -0.8 -3.0 1.6 0.54
C -1.29086 -0.13286 1.15793 1.3 -1.5 -2.7 -0.67
O 1.06930 -0.33762 1.76242 0.9 0.6 0.4 -0.68
O 0.05803 -2.00726 0.34192 1.6 2.7 -0.1 -0.83
H 2.14229 1.66520 0.32129 1.7 0.6 2.5 0.21
H 1.90476 1.75613 -1.48161 -0.4 -0.6 1.4 0.19
H -0.76532 0.77430 -2.04117 0.3 0.5 0.3 0.22
H -1.02610 -0.73304 -1.28756 1.3 -0.1 0.0 0.25
H 0.56436 -0.26946 -2.15144 -0.1 -1.4 -1.6 0.24
H -1.46677 -0.11039 2.16175 0.1 0.9 2.9 0.22
H -1.70658 0.65702 0.59241 -0.7 1.0 -0.2 0.22
H -1.78969 -1.05909 0.91355 -0.3 -0.1 -0.6 0.25
H 0.66688 -0.73918 2.52882 -0.1 -0.3 0.3 0.48
H 0.95258 -2.21523 -0.02201 -0.9 0.1 0.5 0.46
```
Positions in Å, forces in eV/Å.

---

[3]
Formula: C18H24ClN6O4PS
Source: the Open Molecules 2025 dataset
Level of theory: the ωB97M-V functional and the def2-TZVPD basis

Results
- Spin multiplicity: 1
- Gap between HOMO and LUMO: 0.25170 Ha
- SMILES: CCNC1=C(P(O)(O)=S)C(=O)C=C(Cl)C1=O.CC#N.CC#N.CC#N.CC#N.CC#N
- E: -2529.52133 a.u.

```
55
Properties=species:S:1:pos:R:3:forces:R:3:nbo_charge:R:1
C 1.75304 1.74094 0.72161 0.0 0.1 0.6 -0.63
C 0.65614 2.78322 0.88605 0.2 0.4 -0.2 -0.21
N -0.42728 2.64577 -0.15239 -0.1 -0.3 0.2 -0.68
C -1.67936 2.26221 0.35441 -0.1 0.4 0.0 0.26
C -2.61114 3.12300 0.84627 0.1 -0.6 0.2 -0.55
P -2.35081 4.94324 0.84052 -0.1 0.3 -0.1 1.80
O -2.68574 5.29166 -0.71074 0.0 -0.2 0.2 -0.98
O -0.76359 5.16860 0.91427 -0.3 0.2 -0.1 -0.98
S -3.27330 5.97903 2.14394 0.2 -0.2 -0.2 -0.50
C -3.92465 2.55609 1.34119 -0.1 0.1 0.0 0.50
O -4.85518 3.23692 1.72234 0.6 -0.3 -0.3 -0.46
C -4.12056 1.06948 1.30112 0.4 -0.4 -0.2 -0.22
C -3.19488 0.22727 0.81138 -0.7 0.6 0.4 -0.10
Cl -3.44005 -1.47150 0.72659 0.0 0.2 0.0 0.07
C -1.90446 0.75625 0.32373 0.4 -0.3 -0.4 0.44
O -1.02165 0.03479 -0.09856 -0.6 0.4 0.2 -0.50
H 2.57730 2.02617 1.39193 -0.2 -0.1 -0.3 0.22
H 1.42452 0.74198 1.02749 0.0 0.2 -0.3 0.22
H 2.16371 1.71971 -0.29286 -0.1 -0.1 0.2 0.22
H 1.09060 3.78872 0.79257 -0.1 -0.4 0.1 0.20
H 0.19215 2.72762 1.87961 0.1 0.0 -0.2 0.19
H -0.12099 1.91987 -0.79720 0.0 0.0 0.2 0.40
H -2.63165 4.51123 -1.28118 0.0 0.1 0.1 0.50
H -0.34864 5.14870 0.03787 -0.1 -0.2 0.2 0.52
H -5.08190 0.71056 1.67098 0.3 0.2 -0.1 0.25
C -0.06797 -2.83043 1.26271 -0.1 0.1 -0.1 -0.74
C 0.88739 -3.11686 2.32440 0.0 0.0 0.0 0.30
N 1.64431 -3.34264 3.15751 0.0 0.0 0.0 -0.35
H -0.01026 -3.59930 0.49263 0.0 0.0 0.0 0.24
H -1.08326 -2.81634 1.65307 0.0 0.0 0.1 0.27
H 0.14797 -1.86805 0.79949 0.0 -0.1 0.1 0.28
C -2.41591 -6.02486 -0.47183 0.1 -0.1 -0.1 -0.73
C -2.93816 -5.20929 0.61625 0.0 0.0 0.1 0.30
N -3.35075 -4.57989 1.48334 0.0 0.0 -0.1 -0.35
H -1.78480 -5.42662 -1.12866 0.0 0.0 0.0 0.26
H -1.82283 -6.84604 -0.07234 0.0 0.0 0.0 0.26
H -3.23469 -6.43824 -1.05810 0.0 0.0 0.0 0.26
C 2.83037 -3.50503 -1.94102 0.0 -0.1 -0.1 -0.74
C 2.55892 -2.24215 -1.26905 0.1 0.1 0.0 0.30
N 2.34541 -1.23687 -0.75642 0.0 -0.1 -0.1 -0.35
H 3.53000 -3.34786 -2.76148 0.0 0.0 0.0 0.25
H 3.26766 -4.22493 -1.25162 0.0 0.0 0.1 0.26
H 1.90453 -3.90766 -2.35290 0.1 0.0 0.1 0.28
C -0.07894 -2.20648 -5.25770 0.0 0.1 -0.1 -0.73
C 0.07337 -3.42507 -4.47489 0.0 0.0 0.0 0.32
N 0.19266 -4.37831 -3.84656 -0.1 0.0 0.0 -0.37
H -0.96268 -2.27396 -5.88985 0.0 0.0 0.0 0.26
H -0.18480 -1.34917 -4.59475 0.0 0.0 0.0 0.26
H 0.79350 -2.05410 -5.89088 0.0 0.0 0.0 0.26
C 5.56450 3.84218 2.92160 0.1 0.0 0.1 -0.72
C 5.04851 3.62165 1.57722 0.0 0.0 -0.1 0.29
N 4.63237 3.44757 0.52183 0.1 0.1 0.0 -0.34
H 4.80205 4.30582 3.54542 0.0 0.0 0.0 0.26
H 5.85589 2.89505 3.37267 0.0 0.0 0.0 0.26
H 6.43406 4.49635 2.88893 0.0 0.0 0.0 0.26
```
Positions in Å, forces in eV/Å.